{
  "formula": "C7H9Cl2F2NS2",
  "method": "the ωB97M-V functional and the def2-TZVPD basis",
  "species": ["Cl", "Cl", "S", "S", "F", "F", "N", "C", "C", "C", "C", "C", "C", "C", "H", "H", "H", "H", "H", "H", "H", "H", "H"],
  "coordinates": [[-4.1318, 1.1475, 1.7598], [3.4671, 2.2344, -1.0019], [3.3378, 0.1940, 1.1495], [0.1179, -0.3237, -0.8514], [-4.5271, 2.2926, -0.5156], [-5.2752, 0.2702, -0.2391], [5.4408, 0.7637, -0.1838], [4.8375, -0.5500, 1.6378], [-2.9345, 0.5967, -0.7275], [-1.4524, -1.3825, -0.7507], [-4.2313, 1.0706, -0.0287], [-2.6827, -0.7851, -0.1441], [4.2026, 1.0959, -0.0527], [5.7726, -0.2807, 0.6612], [-1.4485, -1.6363, -1.8707], [-3.4026, -1.5502, -0.3832], [-1.0929, -2.4007, -0.4369], [0.2523, -0.1135, 0.4678], [4.7252, -1.2816, 2.4921], [-3.0065, 0.4510, -1.7531], [-2.4702, -0.5496, 0.8356], [-2.2803, 1.4261, -0.6156], [6.7825, -0.6887, 0.5513]],
  "lowdin_charge": [0.73, 0.71, 0.94, 0.65, 0.05, 0.05, -0.03, -0.39, -0.16, -0.52, -0.90, -0.28, -1.17, -0.24, 0.08, 0.13, 0.08, -0.17, 0.08, 0.11, 0.05, 0.10, 0.11],
  "homo_energy_ha": -0.339,
  "total_charge": 0
}

{
  "formula": "C7H9Cl2N2O4P",
  "method": "the ωB97M-V functional and the def2-TZVPD basis",
  "species": ["Cl", "Cl", "P", "O", "O", "O", "O", "N", "N", "C", "C", "C", "C", "C", "C", "C", "H", "H", "H", "H", "H", "H", "H", "H", "H"],
  "coordinates": [[-1.1164, -3.7345, 1.6184], [1.2182, -2.8640, 0.0409], [-1.7675, -0.1629, 0.2977], [-2.6200, 2.6212, -1.4061], [-1.7246, -1.1364, -1.0362], [1.7276, 3.4552, -0.8418], [-0.4937, 3.4239, -1.2511], [3.2854, 0.6266, -0.9899], [-3.4138, 0.2973, 0.3612], [0.6318, -3.8196, 1.4228], [0.3997, 1.5593, -0.1442], [-0.9152, 1.3337, -0.3090], [1.4419, 0.7603, 0.5591], [2.3722, 0.0085, -0.3600], [0.6930, 2.8926, -0.7736], [-1.4892, 2.4988, -1.0575], [0.9452, 0.0763, 1.2479], [-1.8418, -0.5690, -1.8137], [-3.9158, -0.4643, 0.8003], [-3.5854, 1.1700, 0.8438], [2.3011, -1.0848, -0.4268], [2.0268, 1.4546, 1.1664], [1.1052, -3.4409, 2.3203], [0.9054, -4.8548, 1.2586], [3.8298, -0.0472, -1.5274]],
  "lowdin_charge": [0.51, 0.59, 0.82, 0.16, -0.31, 0.20, 0.15, 0.12, -0.17, -0.98, -0.12, -0.20, -0.13, -0.25, -0.39, -0.44, 0.09, 0.06, 0.03, 0.04, -0.02, 0.13, 0.03, 0.02, 0.05],
  "homo_energy_ha": -0.323,
  "total_charge": 0
}

{
  "formula": "C7H9F",
  "method": "the ωB97M-V functional and the def2-TZVPD basis",
  "species": ["F", "C", "C", "C", "C", "C", "C", "C", "H", "H", "H", "H", "H", "H", "H", "H", "H"],
  "coordinates": [[0.3985, 2.2427, -0.0957], [0.8758, -1.2835, -0.0851], [-2.4738, 0.0341, 0.5184], [2.1980, 0.6517, 0.1547], [0.0064, -0.0950, -0.3311], [2.1409, -0.8747, 0.0778], [0.8085, 0.9625, -0.1049], [-1.4413, -0.0742, -0.6447], [2.9525, -1.5669, 0.1663], [-2.2116, 0.8958, 1.1612], [-3.5137, 0.1446, 0.1461], [-1.6925, -0.9194, -1.2318], [2.5606, 1.0629, 1.1001], [-1.5817, 0.7554, -1.3332], [0.6173, -2.3239, -0.0106], [-2.4595, -0.8058, 1.1595], [2.8156, 1.1937, -0.6469]],
  "lowdin_charge": [0.07, -0.03, -0.08, -0.11, -0.17, -0.09, -0.29, -0.19, 0.09, 0.08, 0.08, 0.09, 0.13, 0.11, 0.10, 0.05, 0.16],
  "homo_energy_ha": -0.303,
  "total_charge": 0
}

{
  "formula": "C7H9F",
  "method": "the ωB97M-V functional and the def2-TZVPD basis",
  "species": ["F", "C", "C", "C", "C", "C", "C", "C", "H", "H", "H", "H", "H", "H", "H", "H", "H"],
  "coordinates": [[2.4588, -0.7205, -0.3663], [-0.8432, -1.3598, -0.0513], [-0.5092, 0.9782, 0.3994], [0.8003, 1.3045, -0.5370], [-1.9278, -0.7532, -0.4092], [-1.8569, 0.6660, -0.0977], [1.4610, 0.0663, 0.2407], [0.1381, -0.3813, 0.7235], [-2.3343, 1.2186, -0.8750], [-3.1333, -1.2144, -0.7680], [-0.0570, -0.6040, 1.7382], [-0.7976, -2.5321, 0.2926], [1.9290, 0.5879, 1.1305], [-2.6129, 0.9997, 0.6503], [-0.3359, 1.5591, 1.3615], [1.2173, 2.2745, -0.3111], [0.4218, 1.0702, -1.5327]],
  "lowdin_charge": [-0.02, -0.07, -0.24, -0.01, -0.15, -0.23, -0.27, -0.24, 0.10, 0.20, 0.12, 0.16, 0.16, 0.13, 0.16, 0.09, 0.11],
  "homo_energy_ha": -0.346,
  "total_charge": 0
}

{
  "formula": "C7H9FNO2",
  "method": "the ωB97M-V functional and the def2-TZVPD basis",
  "species": ["F", "O", "O", "N", "C", "C", "C", "C", "C", "C", "C", "H", "H", "H", "H", "H", "H", "H", "H", "H"],
  "coordinates": [[1.0194, -0.5321, 1.7337], [2.4671, 1.8499, -1.0855], [3.8062, 0.8047, 0.4181], [1.6157, -2.6141, -0.9050], [-0.8031, 1.2082, 0.9419], [-0.7070, 0.2487, -1.3861], [3.0077, 1.2359, -0.2567], [1.1708, -1.7717, -0.2929], [0.8080, -0.5443, 0.2929], [-0.5878, -0.0703, 0.1219], [-1.6033, -1.0899, 0.4673], [-0.0223, 1.2545, 1.7734], [-1.7574, 1.2064, 1.4540], [-0.6019, -0.6996, -1.7739], [-2.5347, -1.0202, 0.0802], [-0.8683, 2.0702, 0.1996], [-1.1412, -2.0129, 0.1254], [-1.6542, 0.5273, -1.8364], [0.1554, 0.9652, -1.6109], [-1.7689, -1.0158, 1.5390]],
  "lowdin_charge": [-0.13, 0.14, 0.20, 0.08, -0.06, -0.06, -0.49, -0.33, -0.31, -0.63, -0.07, 0.10, 0.05, 0.04, 0.04, 0.09, 0.08, 0.07, 0.10, 0.08],
  "homo_energy_ha": -0.100,
  "total_charge": -1
}

{
  "formula": "C7H9IO3",
  "method": "the ωB97M-V functional and the def2-TZVPD basis",
  "species": ["I", "O", "O", "O", "C", "C", "C", "C", "C", "C", "C", "H", "H", "H", "H", "H", "H", "H", "H", "H"],
  "coordinates": [[-2.3295, -0.9552, -1.0352], [0.8824, -1.0740, -0.5831], [-0.9592, -0.2442, 1.4423], [-1.2449, 1.6077, 0.2979], [1.6357, -1.3261, -1.7776], [-1.0393, 0.8493, 2.3355], [1.1078, -0.6919, -2.9806], [0.6094, 0.0673, -3.8154], [-0.9485, 0.2973, 0.1489], [0.5636, 0.2457, -0.3260], [-1.9309, 1.8038, 1.5337], [2.7299, -0.9253, -1.6691], [1.6161, -2.3751, -1.9087], [0.6696, 0.9123, -1.0804], [-2.0343, 2.7839, 1.6721], [0.2965, 0.5273, -4.7164], [1.0797, 0.6007, 0.5912], [-2.8655, 1.2763, 1.3976], [-0.0814, 1.4157, 2.5626], [-1.5663, 0.6083, 3.2548]],
  "lowdin_charge": [0.85, -0.16, -0.13, -0.10, -0.21, -0.15, -0.12, 0.13, -0.86, -0.18, -0.10, 0.16, 0.11, 0.09, 0.09, 0.02, 0.15, 0.12, 0.15, 0.13],
  "homo_energy_ha": -0.336,
  "total_charge": 0
}